Entry 1:
This record from the OMol25 dataset describes a cluster of 2 separate species, C4H15N2O in total. The level of theory is ωB97M-V/def2-TZVPD.

```
22
Properties=species:S:1:pos:R:3:nbo_charge:R:1
H 1.1401 1.2355 2.7722 0.50
N -0.8138 -1.2387 1.8738 -0.88
H -1.1787 -2.1727 1.9393 0.39
H 2.6476 0.9405 2.3753 0.51
C -0.0085 0.5355 -2.7028 -0.65
H -1.5557 0.6191 1.1828 0.20
H -0.5064 -1.3524 -0.8799 0.21
H 0.4789 -0.4512 -2.7693 0.20
N 1.0041 -0.4298 0.0582 -0.71
H -0.6624 0.5300 -3.5726 0.25
H -2.3096 -0.8031 0.5243 0.22
C -0.4862 -0.3709 -0.4198 -0.01
H 1.1658 0.0757 0.9463 0.46
O 1.7435 0.6091 2.3602 -0.95
C -0.5868 0.8400 -1.3219 -0.45
H 1.4411 0.0838 -0.7017 0.42
H 0.8328 1.1398 -3.0609 0.23
H 1.3212 -1.3965 0.0683 0.44
H -0.0319 1.6314 -0.8043 0.21
H -0.6719 -0.7832 2.7545 0.39
H -1.6129 1.1479 -1.4528 0.25
C -1.3503 -0.3899 0.8309 -0.25
```

Calculated values
Relative energy (zero: lowest compared OMol25 entry of this formula, charge and spin) = 23.2 kcal per mole
E_HOMO = -13.279 eV
Multiplicity = 1
LUMO level = -3.0 eV
Kohn-Sham gap = 0.378 hartree
Electronic energy = -9412.65558 eV
Net charge = +1

---

Entry 2:
This record from the OMol25 dataset describes a cluster of 2 separate species, C6H12N2O in total. The level of theory is ωB97M-V/def2-TZVPD.

```
21
Properties=species:S:1:pos:R:3:nbo_charge:R:1
H 0.9528 1.8324 0.1131 0.30
H -0.7916 -1.6057 1.4527 0.22
O -0.2398 -2.4734 -1.1191 -0.71
H 0.2349 -3.0535 1.3935 0.23
H 2.4061 0.6914 -0.2299 0.22
C 1.3972 0.6898 0.1618 -0.69
C 0.4830 -0.1928 -0.6150 -0.32
H -1.1704 -2.2568 -0.9598 0.48
C 0.5524 -1.7050 -0.2422 0.12
N -2.1184 -0.1788 -0.4383 -0.38
C 0.2048 -1.9791 1.2185 -0.65
H -0.6199 2.9852 1.1566 0.35
H -1.0036 2.4297 -1.6528 0.18
H 0.6867 -0.1105 -1.6878 0.25
H 1.5798 -2.0234 -0.4434 0.19
H -2.2940 2.4770 -0.3383 0.19
C -1.2383 2.4338 -0.5924 -0.05
C -1.0139 0.1691 -0.5017 0.29
N -0.2980 2.8418 0.1997 -0.63
H 1.3662 0.5405 1.2362 0.21
H 0.9238 -1.5117 1.8886 0.21
```

Calculated values
Relative energy (zero: lowest compared OMol25 entry of this formula, charge and spin) = 67.0 kcal per mole
E_HOMO = -9.388 eV
Multiplicity = 1
LUMO level = 0.4 eV
Kohn-Sham gap = 0.359 hartree
Electronic energy = -11441.76504 eV
SMILES = C[C@H](C#N)[C@@H](C)O.C=N

---

Entry 3:
This record from the OMol25 dataset describes a structure of composition C38H51BCoN6S4. The level of theory is ωB97M-V/def2-TZVPD.

```
101
Properties=species:S:1:pos:R:3:mulliken_spin:R:1
C -2.6611 2.5629 5.2786 -0.01
H 0.1333 -3.1703 3.0535 -0.01
N -0.8747 -1.3709 -0.9914 0.02
C -4.0055 1.6499 3.4882 -0.02
H 4.1304 -3.7089 -0.3295 0.00
C -1.2334 -4.9459 -2.0099 0.00
H -2.0310 3.3351 5.6686 0.00
C 3.4329 -1.0855 0.3187 -0.04
C -1.4656 3.0057 -1.6465 -0.09
C 1.3121 4.0036 -4.3734 0.00
C -1.0039 4.0244 3.3820 0.01
H -0.2228 -4.7524 2.3495 0.00
H 4.6532 0.0222 1.8280 0.02
N 1.2236 -0.6065 0.3470 0.12
C -0.1190 -6.0370 -1.8079 0.00
Co -1.6288 0.6677 1.6302 0.70
H -3.2337 -4.5086 -1.1807 0.00
H 0.3384 4.5587 -4.2689 0.00
H -2.9904 5.2494 1.7405 0.00
H -1.6885 5.1554 -1.1216 0.00
C -0.9358 -3.2150 1.2267 -0.03
H -2.7183 1.4293 7.0969 0.00
N 0.5368 1.1178 -2.5517 0.20
H -3.5734 5.2691 3.4247 0.00
S -2.1803 -1.2132 2.5792 -0.05
H -4.2311 -0.3158 6.2724 0.00
H 1.8624 4.3247 -5.2637 0.00
H 4.8739 -3.1845 1.1627 0.00
C 2.5836 0.1371 2.2295 -0.10
C 0.9949 2.5027 -4.4759 -0.01
C 2.2963 1.8100 -4.5553 0.00
C 2.9876 1.1285 3.3095 0.01
C -1.6989 -2.0318 1.1678 0.21
H -0.3270 3.2389 3.7552 0.00
H -4.2664 1.6470 2.3992 0.00
C -0.9695 -3.6631 -1.2412 -0.05
C 4.9339 -3.1013 0.0924 0.00
S 0.0640 0.4143 2.7956 -0.15
N -0.9765 -2.4634 -1.8607 0.10
C 0.1477 2.3752 -5.7596 -0.01
C -1.4823 -4.5973 -3.4383 0.00
C -2.5730 -5.3570 -1.3310 -0.01
H 0.6384 2.7514 -6.7092 0.00
B 0.0689 -0.2524 -0.5918 0.29
S -3.0434 0.0653 -0.0336 -0.12
H 2.7959 2.2330 -5.4547 0.00
H -5.1556 -0.1324 3.9523 0.00
H 3.5105 -2.4185 -2.1246 0.00
H 4.1091 1.2033 3.2108 0.00
H -2.2708 -5.7573 -0.3167 0.00
C 4.4787 -1.8735 -1.8883 0.00
H -1.6335 3.3750 -3.7364 0.03
H -0.2241 1.3420 -5.9252 0.00
C -3.9661 0.5336 5.6236 0.00
C -4.4643 0.6325 4.2721 0.01
C -2.3907 3.5015 2.8756 0.08
N -0.0835 1.0397 -1.2909 0.18
H 5.3807 -2.4909 -2.2275 0.00
C -0.5865 -3.9759 0.1011 0.21
H -0.0953 -4.9245 0.2779 0.01
H 6.6070 -1.1176 -0.8726 0.00
N 2.2887 -1.3868 -0.2259 0.11
C -0.8948 2.0219 -0.8048 0.23
H -2.9487 -6.2612 -1.8493 0.00
C -2.2449 2.7078 1.5629 -0.24
C 3.6488 -0.2038 1.4244 0.15
C -1.8817 -1.2305 -0.0658 -0.09
H 1.8817 4.1952 -3.4500 0.00
C 0.1668 2.1355 -3.2950 -0.15
H -3.1320 4.3936 -1.8823 0.00
C -0.7062 -3.7754 2.5810 0.01
H 0.8871 -5.6005 -1.8331 0.00
H -0.8205 -3.7954 -3.7342 0.00
H -0.4485 4.6188 2.6315 0.00
H -3.0740 2.6084 0.8799 -0.01
H 2.9200 2.0299 -3.6628 0.00
H -2.4982 -4.2427 -3.5298 0.00
H -0.1822 -6.7733 -2.6177 0.00
H 2.3875 2.0364 3.2462 0.00
C -1.0447 2.8689 -2.9620 0.45
C -3.3905 4.6598 2.5778 -0.01
C -3.0798 1.4977 6.0632 0.00
H 5.6685 0.2751 -0.3391 0.00
H 5.9724 -3.4469 -0.1786 0.00
H -4.3418 4.1801 2.2806 0.00
C 1.3188 -0.0669 1.6330 0.15
C 4.6698 -1.6748 -0.3774 -0.02
C 5.8552 -0.7789 -0.1256 0.01
H 4.4535 -0.8790 -2.3982 0.00
C -2.2945 4.2606 -1.1869 -0.01
H -0.2255 -6.5855 -0.8419 0.00
C -3.0190 2.5788 3.9235 -0.02
H -0.7274 3.0354 -5.6346 0.00
H 2.1451 0.7125 -4.6842 0.00
S -0.6324 2.4949 0.9675 -0.07
H 6.2867 -0.7803 0.9228 0.00
H -1.2084 4.6417 4.2485 0.00
H -1.2663 -5.4776 -4.1079 0.00
H -1.5579 -3.8111 3.2753 -0.01
H -2.7882 4.1702 -0.2589 0.00
H 2.7684 0.6116 4.2965 0.00
```

Calculated values
E_HOMO (alpha / beta) = -2.711 / -3.149 eV
Multiplicity = 3
LUMO level (alpha / beta) = 1.8 / 2.3 eV
Kohn-Sham gap (alpha / beta) = 0.165 / 0.199 hartree
Electronic energy = -130812.07302 eV
Net charge = -1

---

Entry 4:
This record from the OMol25 dataset describes a structure of composition C11H24AgF6O7. The level of theory is ωB97M-V/def2-TZVPD.

```
49
Properties=species:S:1:pos:R:3:nbo_charge:R:1
H 4.3571 -1.1207 -3.5187 0.22
H 5.8789 0.5277 -2.1728 0.18
O -0.6444 -3.8196 0.6525 -0.53
H 4.5887 1.2361 -3.0643 0.16
O -2.2355 1.1824 4.4831 -0.70
H -6.6144 4.3710 0.5542 0.17
C -1.9423 -3.8933 0.1072 0.26
C -2.3475 -5.1836 -0.6253 0.93
O -4.5007 4.6066 0.4617 -0.74
H -3.8086 -0.0355 5.0367 0.19
F 5.7544 2.6380 1.7654 -0.29
Ag -0.8009 1.9215 -0.4490 0.75
F 5.7295 0.7413 0.9247 -0.29
O -2.1115 -2.6564 -0.6445 -0.77
C -5.7072 4.2322 1.1424 -0.25
H 1.0121 -2.8723 2.4717 0.20
H -0.9370 -4.2168 2.6905 0.15
H 4.4715 -1.3300 -1.6632 0.22
H -3.9403 1.4780 5.7745 0.16
C -1.5740 2.4000 -5.9078 -0.25
O -0.8692 3.1889 -4.9350 -0.74
H -5.7422 4.8285 2.0541 0.17
H 4.9520 3.0737 -1.1184 0.21
H -2.6119 2.2981 -5.5907 0.18
O 3.3964 2.8001 0.0360 -0.23
F 7.0164 2.2855 0.0366 -0.32
C 4.1354 -0.7456 -2.5197 -0.62
C -0.3357 -4.4905 1.8236 -0.07
H -0.2820 -5.5764 1.9023 0.17
H -1.2003 1.4087 -6.1641 0.18
H -1.6624 1.7222 5.0325 0.46
H 1.4766 -4.3908 3.2116 0.20
H -1.5055 2.9550 -6.8434 0.17
F -3.6268 -5.1577 -1.1212 -0.34
H -5.7500 3.1732 1.3968 0.19
C 4.6422 2.3055 -0.4099 0.20
H -2.7476 0.3524 6.3483 0.16
H -0.5647 4.0123 -5.3236 0.47
C -3.1874 0.7643 5.4400 -0.26
H -2.5603 -3.8158 1.0017 0.12
H 3.0494 -0.6848 -2.4484 0.22
F -2.2691 -6.2134 0.1563 -0.33
C 1.0279 -3.9516 2.3206 -0.62
H 1.7779 -4.0358 1.5342 0.20
H -4.4078 5.5594 0.3892 0.47
F -1.5294 -5.5911 -1.6208 -0.34
C 5.8466 1.9963 0.6469 0.95
O 4.1111 1.1118 -1.0598 -0.52
C 4.7923 0.6109 -2.1949 -0.07
```

Calculated values
Relative energy (zero: lowest compared OMol25 entry of this formula, charge and spin) = 181.2 kcal per mole
E_HOMO (alpha / beta) = -6.369 / -6.318 eV
Multiplicity = 2
LUMO level (alpha / beta) = -3.3 / -3.3 eV
Kohn-Sham gap (alpha / beta) = 0.111 / 0.109 hartree
Electronic energy = -46421.55196 eV